Density functional theory data (ωB97M-V/def2-TZVPD) for one molecule with the formula C11H9IO2S in a non-equilibrium geometry.

Geometry (Å):
C  3.5274  -1.1958  0.1990
C  3.1749  -0.1816  0.9900
C  2.5961  -2.0610  -0.3080
C  1.8269  0.0260  1.2862
C  1.2397  -1.8548  0.0086
C  0.8303  -0.7924  0.8194
C  -0.5849  -0.4554  1.0560
C  -1.4773  -0.9442  -1.5946
C  -2.2840  1.2362  -0.5578
C  -3.4342  1.8617  -0.5367
C  -1.7391  0.4956  -1.7658
O  -0.2127  2.2103  0.7440
O  -2.0942  1.2894  2.0811
S  -1.2246  1.1946  0.9158
I  -2.1757  -1.5593  0.3401
H  4.6353  -1.3501  0.0903
H  3.8555  0.6801  1.2101
H  2.9339  -2.9311  -0.8158
H  1.5015  0.7205  2.1287
H  0.4111  -2.3078  -0.5876
H  -3.9409  2.1927  0.4111
H  -4.1818  1.8416  -1.3844
H  -0.8093  1.2238  -2.0379
H  -2.3739  0.6610  -2.6919

## Properties
2S+1	1
total charge	0
energy above the lowest of the compared OMol25 structures with the same formula, charge and spin	6.478	eV
HOMO-LUMO gap (alpha / beta)	7.1 / 5.7	eV
lowest unoccupied orbital energy (alpha / beta)	-0.0437 / -0.0766	Ha
E_tot	-34574.29900	eV



Density functional theory data (ωB97M-V/def2-TZVPD) for C49H43IN3OPSSiTc as an isolated structure.

Geometry (Å):
Tc  0.5648  -0.0963  -0.2134
I  0.5421  1.6010  -2.4647
C  0.3058  3.3654  -1.3298
C  1.1603  4.3415  -1.7690
C  1.1305  5.6307  -1.2129
C  0.2108  5.9064  -0.2506
C  -0.6941  4.9174  0.2048
C  -1.6682  5.3027  1.1596
C  -2.6006  4.4213  1.6027
C  -2.5451  3.0915  1.1508
C  -1.5968  2.6454  0.2599
P  -1.6327  0.8610  -0.0934
C  -2.5520  0.0832  1.2670
C  -3.5701  -0.8269  1.0025
C  -4.1735  -1.5204  2.0464
C  -3.7682  -1.3048  3.3546
C  -2.7581  -0.3861  3.6271
C  -2.1487  0.3010  2.5890
C  -2.6548  0.7031  -1.5881
C  -2.7233  -0.5102  -2.2753
C  -3.4594  -0.6105  -3.4446
C  -4.1293  0.4999  -3.9438
C  -4.0712  1.7051  -3.2629
C  -3.3387  1.8086  -2.0877
C  -0.6571  3.5815  -0.2985
H  1.8648  4.1283  -2.5619
H  1.8183  6.3851  -1.5684
H  0.1421  6.8976  0.1786
H  -1.6615  6.3271  1.5095
H  -3.3668  4.7200  2.3041
H  -3.2778  2.3964  1.5380
H  -3.9015  -0.9970  -0.0129
H  -4.9704  -2.2200  1.8319
H  -4.2470  -1.8366  4.1662
H  -2.4505  -0.2019  4.6481
H  -1.3744  1.0244  2.8130
H  -2.2273  -1.3905  -1.8925
H  -3.5154  -1.5591  -3.9628
H  -4.7023  0.4219  -4.8580
H  -4.5967  2.5703  -3.6440
H  -3.2982  2.7579  -1.5700
O  0.9717  0.0062  2.6208
N  0.7474  -0.0865  1.4926
C  2.3154  3.3173  2.0634
Si  3.7869  2.5734  1.2019
C  5.0218  1.8726  2.3953
C  4.5597  3.7254  -0.0331
C  3.1410  1.0956  0.2212
C  2.9428  0.0767  -0.4316
H  2.6199  4.2080  2.6178
H  1.8780  2.6167  2.7756
H  1.5476  3.6146  1.3493
H  5.4852  2.6841  2.9609
H  5.8160  1.3300  1.8810
H  4.5487  1.1950  3.1077
H  4.9907  4.5855  0.4839
H  3.8247  4.0976  -0.7487
H  5.3608  3.2360  -0.5887
C  2.4622  -1.0460  -1.0734
C  2.4278  -2.0569  -1.7846
C  2.2301  -3.0963  -2.6472
C  2.5580  -4.4508  -2.2202
C  1.8732  -5.5508  -2.7605
C  2.1373  -6.8282  -2.2960
C  3.0863  -7.0279  -1.3016
C  3.7731  -5.9447  -0.7595
C  3.5096  -4.6644  -1.2080
C  1.6358  -2.8092  -3.9579
C  0.6406  -1.8331  -4.0815
C  0.0893  -1.5516  -5.3174
C  0.5460  -2.2214  -6.4477
C  1.5418  -3.1816  -6.3362
C  2.0830  -3.4842  -5.0974
H  1.1213  -5.3959  -3.5200
H  1.5997  -7.6707  -2.7095
H  3.2938  -8.0288  -0.9477
H  4.5238  -6.1049  0.0028
H  4.0573  -3.8226  -0.8021
H  0.2730  -1.3316  -3.1935
H  -0.6980  -0.8126  -5.4027
H  0.1251  -1.9934  -7.4177
H  1.9012  -3.6942  -7.2182
H  2.8671  -4.2242  -5.0118
N  0.7886  -4.1495  1.0319
C  -0.0019  -3.0935  1.1124
S  -0.5046  -2.2781  -0.3488
N  -0.4699  -2.6905  2.2797
C  -0.1615  -3.3181  3.5373
C  1.0795  -3.1088  4.1216
C  1.3672  -3.7233  5.3318
C  0.4168  -4.5265  5.9474
C  -0.8245  -4.7215  5.3565
C  -1.1187  -4.1193  4.1421
H  1.1713  -4.4240  0.1386
H  1.0227  -4.6890  1.8541
H  -1.1564  -1.9444  2.2616
H  1.8000  -2.4590  3.6396
H  2.3298  -3.5666  5.7989
H  0.6429  -4.9993  6.8933
H  -1.5631  -5.3469  5.8389
H  -2.0786  -4.2678  3.6630

## Properties
2S+1	2
total charge	+2
energy above the lowest of the compared OMol25 structures with the same formula, charge and spin	0.000	eV
HOMO-LUMO gap (alpha / beta)	6.8 / 5.7	eV
lowest unoccupied orbital energy (alpha / beta)	-0.2024 / -0.2690	Ha
E_tot	-96315.43847	eV



Density functional theory data (ωB97M-V/def2-TZVPD) for one molecule with the formula C19H19N3O8 in a non-equilibrium geometry.

Geometry (Å):
O  2.1979  -0.3408  4.0814
C  3.0933  -0.7523  3.3916
O  4.2391  -0.0891  3.2309
C  3.0879  -2.0500  2.6236
C  1.7102  -2.7200  2.6740
N  0.7573  -1.9667  1.8952
C  -0.3660  -1.3532  2.5253
C  -0.7377  -0.0711  1.7275
N  -1.9722  0.4834  2.3480
O  -1.9703  1.6341  2.7071
O  -2.9092  -0.2748  2.4300
C  0.3970  0.8948  1.7673
C  1.3967  0.7998  0.8967
C  1.4674  -0.2270  -0.1579
O  2.4792  -0.5392  -0.7247
C  0.1824  -1.1121  -0.2837
N  0.0268  -1.5298  -1.6875
O  0.8581  -2.2723  -2.1393
O  -0.9354  -1.1059  -2.2976
C  0.4894  -2.3759  0.5491
C  -1.0675  -0.4199  0.2615
C  -1.5302  0.8404  -0.5078
C  -0.6573  1.2342  -1.6832
O  0.5580  1.2009  -1.6059
C  -1.3254  1.8042  -2.8687
C  -2.5628  1.3618  -3.3319
C  -3.1193  1.9314  -4.4618
C  -2.4591  2.9488  -5.1323
C  -1.2207  3.3827  -4.6863
C  -0.6507  2.8057  -3.5690
H  4.2336  0.7398  3.7359
H  3.8523  -2.6998  3.0532
H  3.3753  -1.8338  1.5934
H  1.3752  -2.7616  3.7124
H  1.7890  -3.7453  2.2980
H  -0.0888  -1.0668  3.5415
H  -1.2601  -2.0015  2.5517
H  0.3900  1.6328  2.5549
H  2.2475  1.4623  0.9294
H  1.3679  -2.8632  0.1226
H  -0.3725  -3.0675  0.4846
H  -1.8891  -1.1465  0.2479
H  -1.4991  1.7162  0.1502
H  -2.5597  0.7164  -0.8350
H  -3.0623  0.5369  -2.8499
H  -4.0723  1.5769  -4.8247
H  -2.9039  3.3940  -6.0098
H  -0.6974  4.1650  -5.2150
H  0.3177  3.1237  -3.2130

## Properties
2S+1	1
SMILES	O=C(O)CCN1C[C@@]2([N+](=O)[O-])C=CC(=O)[C@@]([N+](=O)[O-])(C1)[C@@H]2CC(=O)c1ccccc1
total charge	0
energy above the lowest of the compared OMol25 structures with the same formula, charge and spin	0.000	eV
HOMO-LUMO gap	9.0	eV
lowest unoccupied orbital energy	-0.0029	Ha
E_tot	-40856.25903	eV



Density functional theory data (ωB97M-V/def2-TZVPD) for one molecule with the formula C5H7NO in a non-equilibrium geometry.

Geometry (Å):
C  -1.2892  -1.3116  -0.0829
C  -0.5171  -0.1297  0.5204
C  -1.1453  1.1251  0.0733
N  -1.6506  2.1037  -0.2857
C  0.9540  -0.2740  0.1988
C  1.8850  0.5705  -0.2414
O  1.7578  1.8697  -0.5673
H  -2.3426  -1.2743  0.2043
H  -0.8529  -2.2464  0.2808
H  -1.2008  -1.2909  -1.1729
H  -0.6414  -0.1487  1.6127
H  1.3304  -1.2723  0.3633
H  2.8993  0.1917  -0.3660
H  0.8134  2.0872  -0.5374

## Properties
2S+1	1
SMILES	C[C@H](C#N)/C=C\O
total charge	0
energy above the lowest of the compared OMol25 structures with the same formula, charge and spin	1.135	eV
HOMO-LUMO gap	10.0	eV
lowest unoccupied orbital energy	0.0284	Ha
E_tot	-8835.06749	eV